Record 1
# C42H88F2N6O10P

A cluster of 5 separate species, C42H88F2N6O10P in total (ωB97M-V/def2-TZVPD, the Open Molecules 2025 dataset).

```
! RIJCOSX wB97M-V def2-TZVPD def2/J DEFGRID3
* xyz -1 1
P -2.287 2.130 -0.461
F -3.961 -0.065 -3.110
F 0.194 2.936 0.306
O -3.029 -2.165 1.942
O -1.773 3.693 -1.016
O -4.971 9.148 -1.902
O -5.810 3.397 -0.682
O 5.889 -9.404 1.889
O 0.033 -1.050 -1.100
O 0.974 -4.476 -4.300
O 4.347 -2.951 2.539
O -1.926 -3.007 0.187
O 4.001 6.482 -0.523
N 6.701 -6.830 0.883
N 6.564 -4.618 3.299
N 1.083 4.799 -2.114
N -6.064 2.316 1.251
N 1.653 -3.599 -1.639
N -4.529 6.444 -2.798
C 4.539 -5.926 3.700
C 7.704 -7.766 1.401
C 0.040 -4.617 -3.234
C 1.611 -5.677 -4.686
C -0.045 0.073 -0.589
C 1.818 5.793 -1.266
C -1.828 3.761 3.289
C -5.235 6.693 -1.535
C 0.671 -4.670 -1.831
C -1.064 2.605 0.999
C 2.236 0.701 0.652
C 4.492 -3.367 3.883
C -5.574 1.620 -3.283
C 7.079 -8.789 2.367
C 3.118 0.659 1.819
C 8.440 -8.403 0.226
C 1.353 -0.562 3.092
C -6.280 9.625 -2.145
C 2.694 0.007 3.055
C -3.039 -0.878 -0.328
C 3.333 -3.635 1.813
C -4.895 8.082 -0.962
C -5.176 2.876 0.233
C -6.047 2.947 2.557
C 1.328 -6.009 -1.505
C -6.729 6.469 -1.749
C 3.461 4.017 -0.524
C -0.861 1.139 -1.336
C 0.467 -0.514 1.917
C -2.594 -2.088 0.590
C -2.916 0.537 0.354
C -4.477 1.014 -2.277
C -3.685 3.070 0.545
C -1.230 3.938 1.800
C -3.359 2.042 -2.052
C -6.562 0.976 1.147
C -1.399 4.111 -2.258
C 3.340 5.418 -1.265
C 5.309 -4.660 4.067
C 0.893 0.104 0.646
C -0.324 5.291 -2.151
C 6.098 -10.467 0.978
H -0.479 5.956 -3.045
H -5.656 2.731 -3.222
H 7.808 -9.550 2.675
H -5.306 1.383 -4.354
H -4.900 5.949 -0.805
H 1.369 5.722 -0.232
H 3.200 3.193 -1.234
H 4.521 3.895 -0.169
H 0.945 -6.541 -4.600
H -0.827 1.803 1.726
H -2.540 -1.067 -1.301
H -1.820 2.669 3.529
H 2.990 -2.977 1.013
H -5.497 8.308 -0.073
H 2.302 -6.126 -1.984
H 3.319 -0.075 3.969
H 4.135 1.129 1.818
H -0.620 -5.476 -3.411
H -7.005 2.890 3.134
H -2.762 1.970 -3.014
H -0.593 -3.726 -3.282
H -0.197 4.328 2.074
H -0.984 3.415 -3.049
H 1.913 -5.576 -5.732
H -2.906 4.104 3.268
H -3.527 6.488 -2.627
H 1.420 4.936 -3.074
H 2.792 4.072 0.370
H -3.696 -2.880 1.923
H -5.783 4.033 2.419
H -3.851 8.061 -0.630
H 9.062 -9.239 0.557
H 5.930 -7.385 0.516
H -7.105 6.969 -2.644
H -6.596 1.198 -3.101
H 2.477 -3.888 2.445
H 1.494 -6.097 -0.429
H -2.195 0.274 1.198
H -3.582 2.692 1.593
H 5.564 -4.735 5.130
H 3.524 -5.899 4.104
H 5.237 -11.135 1.039
H -4.137 -1.107 -0.501
H -7.306 6.824 -0.891
H 5.038 -6.806 4.114
H 6.999 -11.041 1.216
H -1.676 4.811 1.270
H -0.116 1.769 -1.884
H 4.472 -6.079 2.623
H 2.299 -3.636 -2.427
H 5.032 -2.556 4.383
H -5.073 0.641 -1.413
H -6.905 9.588 -1.248
H 6.786 -8.256 3.275
H 7.761 -8.767 -0.546
H 6.289 -6.331 1.668
H 1.617 6.855 -1.605
H 1.181 -2.703 -1.752
H 3.742 -4.533 1.345
H -6.559 0.464 0.160
H 0.693 -6.845 -1.813
H -0.137 -4.523 -1.107
H -5.178 2.513 3.156
H 3.777 5.347 -2.299
H 6.148 -10.087 -0.044
H -1.315 4.413 4.035
H -0.593 5.873 -1.234
H -7.639 0.949 1.510
H 8.441 -7.192 1.972
H -2.272 4.620 -2.797
H 2.626 1.191 -0.268
H -3.876 0.624 0.950
H 0.982 -1.079 4.015
H -6.203 10.665 -2.472
H 6.324 -4.364 2.341
H -6.746 9.060 -2.956
H 9.096 -7.670 -0.251
H -6.936 5.405 -1.871
H 3.513 -3.437 4.374
H -6.010 0.292 1.879
H -3.585 4.190 0.447
H -4.707 7.241 -3.407
H 7.117 -3.830 3.626
H -1.384 0.574 -2.164
H 2.517 -5.834 -4.097
H -0.536 -0.983 2.062
H 4.927 6.189 -0.490
H -3.856 3.052 -2.176
*
```

Output
- Total energy: -3274.87068 Eh
- LUMO: 2.170 eV

Results of the Mulliken charge analysis, in e, for atoms 1 through 4: number 1, P, carries 2.78; number 2, F, carries -0.48; number 3, F, carries -0.26; number 4, O, carries -0.45

=====

Record 2
# C42H91BN9

A cluster of 7 separate species, C42H91BN9 in total (ωB97M-V/def2-TZVPD, the Open Molecules 2025 dataset).

```
! RIJCOSX wB97M-V def2-TZVPD def2/J DEFGRID3
* xyz 5 1
N 1.632 0.126 -4.245
N -3.039 2.642 4.958
N 5.237 -0.585 0.688
N 4.901 -0.091 2.759
N 3.166 -5.340 1.864
N 1.972 4.374 -1.049
N 1.809 -4.086 0.726
N 0.004 3.856 -0.348
N -5.013 -3.000 -3.196
C -5.684 -5.260 -2.484
C -1.700 2.188 -4.084
C 1.902 -5.557 2.368
C 4.554 0.204 1.503
C -1.805 2.203 5.726
C -3.210 -2.372 -1.479
C -1.687 -2.373 -1.208
C 5.839 -1.082 2.713
C 4.998 -0.577 -0.755
C -5.825 -3.771 -2.188
C 3.170 1.321 3.801
C -5.382 -5.317 -3.997
C 2.639 1.251 -4.165
C 1.067 -4.757 1.667
C 3.129 -0.123 -6.123
C -5.108 -3.883 -4.445
C -3.358 6.385 5.978
C 6.022 -1.457 1.431
C -2.993 4.156 4.896
C 4.503 0.605 3.998
C 1.334 -3.020 -0.170
C -3.539 -2.958 -2.856
C 1.073 5.027 -1.863
C 2.075 -0.974 -3.317
C -2.460 3.652 -0.084
C -1.091 3.321 0.491
C 3.559 1.150 -5.378
C 3.093 -4.403 0.929
C -4.307 2.095 5.534
C 1.307 3.701 -0.111
C -1.053 1.150 4.940
C -1.266 1.624 3.500
C -3.278 4.884 6.194
C -0.448 1.545 -4.697
C 4.907 -5.492 3.677
C 1.685 -0.330 -5.686
C 3.426 4.344 -1.242
C -0.160 4.652 -1.452
C -2.709 2.079 3.554
C -5.566 -1.648 -3.464
C 4.427 -5.971 2.302
C 0.265 0.601 -3.756
B 1.303 0.435 0.011
H -4.530 -5.966 -4.189
H 4.242 -7.046 2.332
H -1.063 2.249 0.665
H -0.259 -0.327 -3.531
H -0.980 3.859 1.433
H 5.304 1.292 4.260
H 1.855 1.139 -0.798
H -5.710 -3.437 -1.164
H 0.523 1.084 -2.810
H 2.180 -2.435 -0.524
H -6.590 -5.784 -2.191
H 1.448 -1.389 -5.770
H 0.181 2.280 -5.198
H -3.348 1.191 3.516
H 3.242 0.057 -7.189
H 1.426 5.718 -2.610
H -2.079 4.495 4.410
H -4.875 -5.768 -1.955
H -4.306 6.679 5.528
H 5.123 -1.596 -1.121
H 5.677 -6.196 3.976
H -1.498 2.749 -3.165
H 0.610 -2.388 0.319
H -2.600 4.712 -0.292
H 3.993 -0.187 -0.901
H 3.047 -1.316 -3.674
H 1.783 -6.146 3.262
H -5.862 -3.509 -5.132
H 6.236 -1.518 3.615
H -2.477 6.780 5.473
H 4.627 1.177 -5.148
H -3.169 2.716 2.801
H 0.015 -4.561 1.778
H 2.997 1.400 -3.146
H 3.218 2.233 3.200
H 5.731 0.018 -1.299
H 6.493 -2.307 0.971
H -1.514 -1.693 -0.374
H 2.445 0.741 3.220
H 1.080 -3.531 -1.101
H -6.207 -5.762 -4.550
H -0.866 0.937 -5.507
H -1.096 5.080 -1.759
H 5.300 -4.477 3.662
H -3.011 -2.358 -3.594
H -2.505 4.610 6.923
H 4.014 -5.517 4.301
H -0.518 2.355 3.187
H -2.405 1.399 -3.829
H -1.412 0.119 5.009
H 0.978 0.264 -6.254
H 3.907 -3.963 0.380
H 4.322 -0.123 4.784
H 3.776 3.366 -0.925
H -1.170 3.004 6.092
H -6.853 -3.596 -2.514
H -1.055 -2.008 -2.018
H 3.857 5.093 -0.575
H -4.973 -1.084 -4.182
H 0.910 1.084 0.936
H -0.030 1.031 5.295
H -2.667 3.119 -1.013
H 2.115 -0.360 0.397
H 2.083 2.181 -4.309
H -3.196 -3.992 -2.888
H 2.030 -0.668 -2.274
H 0.410 -0.176 -0.498
H -4.278 1.011 5.469
H 5.146 -5.881 1.488
H 1.397 -1.788 -3.580
H -2.043 2.955 -4.774
H -1.197 0.850 2.732
H -4.141 -3.871 -4.941
H -4.160 4.523 6.727
H -3.787 4.396 4.177
H -3.468 -1.308 -1.494
H 3.692 4.647 -2.249
H -4.405 2.436 6.556
H 1.822 2.950 0.458
H 2.763 1.528 4.788
H 3.777 0.907 1.264
H -3.233 3.375 0.630
H 3.771 -0.961 -5.859
H -3.742 -2.827 -0.648
H -2.165 1.710 6.634
H 3.493 2.034 -6.013
H -1.365 -3.375 -0.924
H -6.577 -1.750 -3.846
H -5.529 -1.129 -2.508
H -5.065 2.488 4.857
H -3.375 6.909 6.935
*
```

Output
- Total energy: -2170.75060 Eh
- LUMO: -9.583 eV

Results of the Mulliken charge analysis, in e, for atoms 1 through 4: number 1, N, carries 0.64; number 2, N, carries 0.57; number 3, N, carries 0.20; number 4, N, carries 0.19

=====

Record 3
# C42H92BN2O13

A cluster of 8 separate species, C42H92BN2O13 in total (ωB97M-V/def2-TZVPD, the Open Molecules 2025 dataset).

```
! RIJCOSX wB97M-V def2-TZVPD def2/J DEFGRID3
* xyz 1 1
O -6.329 -1.322 -2.208
O -1.746 -1.438 8.953
O -8.013 -4.474 -5.746
O 3.430 -2.842 2.405
O -3.968 -2.961 2.327
O 2.019 6.196 -5.009
O 6.096 -2.084 -1.388
O 2.983 2.147 -2.069
O 2.969 -0.320 1.514
O -1.022 0.678 0.080
O 6.498 6.400 -4.869
O 1.783 -1.510 4.211
O -5.361 0.951 1.302
N -1.468 -2.742 6.128
N -2.836 -1.709 4.522
C -8.952 -6.526 -6.618
C 1.594 8.019 -3.476
C -6.607 -5.818 -7.187
C -1.807 0.906 4.622
C -4.060 -0.182 3.034
C -0.727 0.666 2.449
C 7.062 5.713 -5.987
C -2.068 -4.079 0.575
C -1.423 -0.170 3.543
C -2.865 -0.982 11.051
C 1.159 3.104 -3.334
C -0.708 1.750 5.090
C 0.667 -1.063 4.963
C 0.248 2.386 5.370
C -1.997 -0.419 9.939
C -7.720 -1.665 -2.187
C -0.681 0.123 10.468
C -5.072 -0.311 0.694
C -1.859 -2.602 0.997
C 2.615 3.236 -2.923
C 5.967 5.350 -6.976
C 3.530 3.288 -4.134
C -8.519 -0.645 -2.981
C 4.308 -0.618 1.852
C 2.841 8.386 -5.629
C 7.546 -2.021 -3.324
C -1.662 -1.985 4.986
C -2.742 -0.935 3.218
C 4.543 -2.136 1.867
C -7.919 -3.071 -2.730
C -7.700 -5.816 -6.128
C 7.819 4.481 -5.515
C 2.553 7.419 -4.493
C 2.836 0.751 0.595
C -0.607 0.116 1.061
C 2.158 -2.854 4.437
C 2.661 2.120 1.283
C -0.599 -1.347 4.125
C -4.149 0.372 1.630
C 7.441 -2.286 -1.831
C 3.512 -3.059 3.794
C 7.902 -3.692 -1.480
B -2.837 -2.173 2.141
H 5.235 4.689 -6.504
H 2.731 1.967 2.358
H -0.236 -2.053 3.380
H 3.661 0.801 -0.111
H -4.914 -0.847 3.135
H 0.635 8.250 -3.947
H -5.718 -5.305 -6.821
H -8.741 -7.562 -6.885
H -2.098 -3.532 6.184
H -7.333 -6.305 -5.225
H 8.938 -3.856 -1.780
H -0.801 -2.491 1.227
H -3.093 -0.218 11.794
H 3.810 -4.094 3.999
H -8.969 -3.364 -2.695
H 6.910 -2.714 -3.880
H 5.537 -2.716 -1.855
H 1.996 8.936 -3.046
H 2.877 1.333 -2.573
H -2.355 -1.809 11.552
H 0.299 0.830 2.781
H 1.130 2.867 5.728
H -4.230 0.644 3.726
H 1.691 2.549 1.044
H 0.658 -1.580 5.922
H -2.139 -4.718 1.454
H -6.331 -6.834 -7.470
H 7.141 3.790 -5.007
H -7.338 -3.791 -2.151
H -8.021 -1.627 -1.139
H -7.581 -3.139 -3.764
H 3.489 7.152 -3.999
H -1.268 -2.152 9.389
H -9.585 -0.869 -2.953
H 4.691 -2.455 0.839
H -8.195 -0.638 -4.025
H -6.037 -1.348 -3.126
H 3.282 4.133 -4.777
H -6.944 -5.290 -8.084
H 0.854 3.943 -3.959
H 8.597 4.759 -4.804
H -2.518 1.582 4.154
H -5.579 -1.139 1.168
H 3.414 2.826 0.947
H -9.358 -6.019 -7.498
H 1.919 8.629 -6.166
H 3.530 7.938 -6.345
H 1.939 0.550 0.009
H 4.572 3.380 -3.819
H -3.802 -1.369 10.652
H -0.046 -0.820 0.941
H 5.451 -2.374 2.422
H -8.364 0.359 -2.584
H 1.003 2.177 -3.894
H 5.432 6.242 -7.302
H -0.849 0.918 11.195
H -1.209 1.636 2.374
H 7.820 -3.866 -0.407
H -4.920 -0.229 -0.369
H 8.045 -1.558 -1.288
H 2.745 4.141 -2.328
H 7.759 6.412 -6.451
H 4.996 -0.201 1.115
H -3.238 0.788 1.208
H 3.280 9.313 -5.259
H 1.190 6.400 -5.455
H -3.709 -1.995 4.943
H -2.029 -1.998 0.102
H 7.211 -1.010 -3.558
H -3.818 -3.721 2.895
H 4.214 -2.387 4.289
H 0.840 -0.013 5.157
H -8.341 -4.016 -6.527
H -2.299 0.480 5.496
H -1.241 -4.420 -0.036
H 8.283 3.956 -6.351
H 6.369 4.847 -7.857
H -2.998 -4.176 0.024
H 5.878 5.798 -4.443
H 2.234 -3.090 5.500
H 1.451 -3.516 3.921
H -2.537 0.373 9.419
H 7.276 -4.435 -1.981
H -9.724 -6.514 -5.849
H 1.399 7.311 -2.669
H -0.072 0.519 9.655
H -0.107 -0.671 10.952
H -1.510 -2.193 6.984
H 0.513 3.067 -2.455
H 3.450 2.367 -4.719
H 8.572 -2.137 -3.676
H 4.531 -0.185 2.832
*
```

Output
- Total energy: -2767.58686 Eh
- LUMO: -3.200 eV

Results of the Mulliken charge analysis, in e, for atoms 1 through 4: number 1, O, carries -0.48; number 2, O, carries -0.55; number 3, O, carries -0.49; number 4, O, carries -0.36

=====

- Look up the LUMO of the second one.
  -9.583 eV

=====

- What is the total energy in the first record?
  -3274.87068 Eh

=====

- Among the records above, which one has the lowest total energy?
  C42H88F2N6O10P